# 1
The following is a quantum chemistry calculation of 2 unconnected molecules or ions with the total composition C2H10N6S, from the OMol25 dataset.

Results
energy above the lowest of the compared OMol25 structures with the same formula, charge and spin: 98.6 kcal/mol
orbital gap: 8.1 eV

Geometry as ORCA input:
```
! RIJCOSX wB97M-V def2-TZVPD def2/J DEFGRID3
* xyz 2 1
H 2.10 -1.81 -1.45
H -1.90 1.49 -1.81
S -0.78 -1.05 1.86
N 0.31 1.58 0.52
H 2.71 0.10 1.13
N 1.48 1.62 0.93
H 2.99 0.86 -0.42
H -1.63 -0.87 -0.33
H -0.03 -1.48 2.79
H -1.76 -1.03 2.81
N -2.23 0.95 -1.00
H -2.13 1.55 -0.13
H -3.11 0.63 -1.13
C 2.19 0.60 0.25
H 0.51 -1.74 -1.58
N 1.15 -0.25 -0.49
C 0.06 0.38 -0.25
N 1.26 -1.50 -0.95
N -1.18 -0.02 -0.74
*
```

---

# 2
The following is a quantum chemistry calculation of 2 unconnected molecules or ions with the total composition C8H16O, from the OMol25 dataset.

Results
energy above the lowest of the compared OMol25 structures with the same formula, charge and spin: 31.1 kcal/mol
orbital gap: 10.3 eV
structure (SMILES): C=C[C@H](C)O.C=C(C)C

Geometry as ORCA input:
```
! RIJCOSX wB97M-V def2-TZVPD def2/J DEFGRID3
* xyz 0 1
H 0.23 0.22 -0.29
H -2.17 0.03 -0.57
C 2.14 1.21 -0.22
O 1.73 -1.18 -0.15
H -2.23 -1.72 -0.34
H -1.16 1.48 1.32
C -0.68 -1.65 1.75
C -2.35 -0.77 0.15
C 1.20 -0.09 -2.16
H 1.55 -1.05 -2.52
H -2.45 0.91 2.38
H 1.80 2.14 -0.66
C 1.25 0.04 -0.67
C -1.44 0.69 2.02
H 3.16 1.03 -0.54
H -0.69 -2.61 1.26
H 2.13 1.31 0.86
H 1.60 -1.19 0.81
H -0.05 -1.56 2.62
H -3.39 -0.68 0.48
H 0.43 1.81 -2.65
H 0.78 0.69 -4.06
C -1.43 -0.64 1.33
H -0.76 0.71 2.86
C 0.79 0.85 -2.99
*
```

---

# 3
The following is a quantum chemistry calculation of a molecular structure, N2O6Sr, from the OMol25 dataset.

Results
energy above the lowest of the compared OMol25 structures with the same formula, charge and spin: 25.3 kcal/mol
orbital gap: 7.2 eV

Geometry as ORCA input:
```
! RIJCOSX wB97M-V def2-TZVPD def2/J DEFGRID3
* xyz 0 1
O -0.53 -1.01 -1.96
N 0.61 -1.38 -2.43
O 0.16 2.66 2.34
N -0.63 1.76 2.24
O -0.12 0.56 2.22
O 1.49 -1.73 -1.58
O 0.83 -1.35 -3.60
Sr 0.01 -1.46 0.69
O -1.82 1.94 2.09
*
```

---

# 4
The following is a quantum chemistry calculation of a molecular structure, C33H25Br4FN5O8W, from the OMol25 dataset.

Results
⟨S²⟩: 2.0209
energy above the lowest of the compared OMol25 structures with the same formula, charge and spin: 14.0 kcal/mol
orbital gap (spin up / spin down): 6.7 / 7.4 eV

Geometry as ORCA input:
```
! RIJCOSX wB97M-V def2-TZVPD def2/J DEFGRID3
* xyz -1 3
C -0.41 -3.13 -0.28
O -3.08 -1.31 0.38
C 0.25 3.65 1.78
N -0.81 -2.36 0.72
C 5.04 0.08 0.00
H -0.39 -2.68 -1.26
H 1.33 1.31 -3.37
C -2.58 -1.13 -1.88
H 0.25 -5.96 1.43
F 5.75 1.15 -0.38
C 2.45 3.62 0.61
H 1.65 -1.00 -1.40
C -0.06 -4.94 1.23
C -4.80 -2.70 -2.53
C -4.51 -2.42 -1.18
H 1.54 -1.15 -3.16
C -5.00 2.17 0.46
N -0.64 1.75 -0.19
C 3.31 3.21 -0.40
C 1.15 3.14 0.69
H 0.29 -5.05 -0.89
O -1.70 -0.70 2.55
H 4.00 1.08 1.55
H 0.82 3.66 2.71
C -0.46 -4.11 2.27
H 0.07 0.67 -2.35
O 0.72 0.90 2.57
C -1.57 2.56 -0.64
N 4.41 -2.17 -0.28
C 1.14 0.84 -2.40
H -0.90 5.41 2.32
C -0.84 -2.82 1.97
Br -4.38 -2.53 -5.35
Br -6.30 -3.77 -2.94
H 2.95 -0.37 -2.43
C 2.87 2.31 -1.35
C 3.51 -2.15 0.77
C -2.89 -1.39 -3.20
H 2.09 -1.73 2.77
Br -1.73 -0.67 -4.50
O 0.80 -0.40 0.76
C 1.24 0.02 1.90
N 3.45 -0.94 1.43
H 4.33 3.60 -0.44
H 3.53 2.00 -2.15
C -0.03 -4.44 -0.06
C 0.72 2.22 -0.29
W -1.37 -0.15 0.58
O 5.95 -1.29 -1.71
C 1.87 -0.50 -2.34
C 4.18 0.15 1.02
H -4.57 0.38 1.73
C -4.00 -2.18 -3.53
C -4.14 2.89 -0.37
C -4.25 1.16 1.06
H -1.31 3.42 -1.23
H -6.05 2.35 0.62
N -2.97 1.24 0.66
H 0.52 5.76 1.33
H 2.79 4.33 1.36
O 2.88 -3.13 1.09
H -0.57 2.96 1.95
C 5.21 -1.14 -0.76
H 2.84 -0.21 3.31
O -1.26 -2.16 4.18
C 1.57 1.80 -1.32
C -1.30 -1.83 3.03
Br -5.54 -3.08 0.25
O -1.54 -0.42 -1.49
H -4.37 3.75 -0.99
C -0.29 5.05 1.49
H 4.46 -3.05 -0.77
H -0.92 5.06 0.60
H -0.49 -4.44 3.30
C -3.41 -1.63 -0.85
C 2.43 -0.74 2.46
C -2.89 2.29 -0.23
*
```

---

# 5
The following is a quantum chemistry calculation of a gas-phase ion, CClO4S (charge -1), from the OMol25 dataset.

Results
energy above the lowest of the compared OMol25 structures with the same formula, charge and spin: 4.0 kcal/mol
orbital gap: 9.2 eV
structure (SMILES): O=C(Cl)S(=O)(=O)[O-]

Geometry as ORCA input:
```
! RIJCOSX wB97M-V def2-TZVPD def2/J DEFGRID3
* xyz -1 1
O 1.61 -0.50 -0.55
O -0.60 -1.59 -0.49
Cl -0.62 1.19 -1.66
C -0.45 0.92 0.05
S 0.37 -0.74 0.18
O 0.52 -0.98 1.60
O -0.83 1.70 0.85
*
```

---

# 6
The following is a quantum chemistry calculation of C5H10N2O in the gas phase, from the OMol25 dataset.

Results
energy above the lowest of the compared OMol25 structures with the same formula, charge and spin: 105.4 kcal/mol
orbital gap: 9.6 eV
structure (SMILES): C[C@H]1[C@H](N)[C@@H]1C(N)=O

Geometry as ORCA input:
```
! RIJCOSX wB97M-V def2-TZVPD def2/J DEFGRID3
* xyz 0 1
O -2.33 0.23 -1.02
H -3.17 -0.89 0.77
H -0.07 -0.77 -1.89
H 2.91 -0.12 0.73
H 0.84 1.57 -1.13
C 2.29 -0.63 -0.12
H -0.11 2.24 1.61
H 0.71 -0.59 1.10
H 2.43 -0.38 -1.14
C -0.22 -0.47 -0.90
C -1.66 -0.49 -0.38
C 0.89 -0.36 0.12
H 2.30 -1.80 -0.21
N -2.00 -1.14 0.83
N -0.50 1.75 0.50
H -1.39 -1.60 1.35
H -1.23 2.44 0.20
C 0.33 1.03 -0.43
*
```

---

# 7
The following is a quantum chemistry calculation of 2 unconnected molecules or ions with the total composition C4H13N2O, from the OMol25 dataset.

Results
energy above the lowest of the compared OMol25 structures with the same formula, charge and spin: 18.5 kcal/mol
orbital gap: 7.1 eV

Geometry as ORCA input:
```
! RIJCOSX wB97M-V def2-TZVPD def2/J DEFGRID3
* xyz -1 1
H 1.95 -1.58 1.36
H -2.03 3.60 -0.01
H 2.45 0.26 -0.11
H -1.27 0.07 0.06
H 2.93 -3.46 -0.06
O 0.37 0.20 0.03
C -1.61 2.60 -0.06
N -2.33 0.18 0.03
C 1.75 -1.74 0.30
H -1.27 2.40 -1.08
H -0.69 2.43 0.52
H -2.56 0.09 -0.95
H -2.74 1.60 1.49
C 1.56 -0.36 -0.35
H -3.63 1.83 0.03
N 2.86 -2.50 -0.34
H 0.81 -2.27 0.17
H 3.72 -2.09 -0.01
H 1.64 -0.51 -1.45
C -2.63 1.56 0.40
*
```

---

# 8
The following is a quantum chemistry calculation of C20H22N4O5S in the gas phase, from the OMol25 dataset.

Results
energy above the lowest of the compared OMol25 structures with the same formula, charge and spin: 99.5 kcal/mol
orbital gap: 7.5 eV
structure (SMILES): COc1ccc(CNC(=O)C2CCN(S(=O)(=O)c3cccc4nonc34)CC2)cc1

Geometry as ORCA input:
```
! RIJCOSX wB97M-V def2-TZVPD def2/J DEFGRID3
* xyz 0 1
H -3.41 -0.08 2.45
O -1.29 -1.63 0.31
S 3.28 -0.88 0.79
O 2.88 -1.63 1.94
N 3.26 0.72 1.20
C 0.38 -1.80 -2.77
H -4.66 -0.97 -1.54
C 2.27 1.21 2.13
N -1.37 -1.84 -1.00
H -2.34 3.05 -1.91
H 3.62 -1.22 -1.97
C 0.71 -1.39 -0.34
C -2.41 3.05 -0.82
C -3.50 0.18 1.41
C -4.19 -0.29 -0.84
H 0.46 0.70 1.13
C 2.09 -1.20 -0.54
C 1.20 2.51 0.20
H -5.00 -1.76 2.85
C -4.11 -0.68 0.50
H 1.34 3.55 0.53
H -2.49 2.03 1.70
C -2.97 1.38 0.98
C 2.56 -1.34 -1.81
O 4.56 -1.13 0.21
C 0.97 1.61 1.44
H -4.93 -3.37 2.11
C -0.08 2.38 -0.63
H -0.28 -2.02 -3.60
H -3.43 -2.45 2.37
H 2.66 2.88 -1.34
C 2.39 2.07 -0.66
H -3.69 1.17 -2.31
C -4.49 -2.38 2.11
H 4.36 1.19 -0.45
H 2.06 1.22 -1.27
H -0.95 3.83 0.51
O -4.66 -1.88 0.81
H 2.17 -1.70 -3.90
O -0.20 1.53 -1.49
C -0.15 -1.70 -1.47
H -3.01 3.91 -0.50
H 2.71 2.06 2.66
N -0.06 -1.35 0.73
N -1.07 3.23 -0.29
C 3.60 1.67 0.17
C -3.03 1.76 -0.36
C 1.72 -1.62 -2.92
H 2.08 0.40 2.84
H 0.33 2.13 2.15
H 4.04 2.55 0.65
C -3.64 0.90 -1.26
*
```

---

# 9
The following is a quantum chemistry calculation of 3 unconnected molecules or ions with the total composition C18H33BO9, from the OMol25 dataset.

Results
energy above the lowest of the compared OMol25 structures with the same formula, charge and spin: 44.3 kcal/mol
orbital gap: 9.2 eV
structure (SMILES): Cc1cccc(COC(=O)OCB(O)O)c1.COCCOC.COCCOC

Geometry as ORCA input:
```
! RIJCOSX wB97M-V def2-TZVPD def2/J DEFGRID3
* xyz 0 1
H 2.29 -3.01 -5.94
C -6.22 -2.24 1.33
H -1.88 -3.32 1.03
H 5.49 3.41 2.24
H -5.68 -3.14 3.51
H -2.81 -2.17 2.96
O 2.24 -4.00 -3.73
H 2.23 4.65 3.10
C 0.74 1.17 -1.46
H 0.24 4.04 -3.39
H -4.93 -1.68 4.18
C 5.28 3.79 3.25
H -3.27 -3.46 4.08
H -0.41 -3.80 -2.80
H -3.40 -2.48 0.62
O 1.37 -2.83 -5.66
H -6.30 -1.67 0.41
H -0.10 -0.49 0.73
C -2.96 -3.44 0.91
H 4.73 0.78 0.97
C -0.61 0.92 -0.92
H 1.70 3.42 1.07
H 3.21 1.82 -2.16
O -5.31 -1.57 2.19
H 2.57 1.77 -3.84
H 3.06 -3.48 -3.74
H 5.57 4.84 3.31
C 3.84 1.12 1.52
C -4.94 -2.36 3.32
O 0.79 -2.33 -1.00
C -3.55 -2.95 3.15
O -3.53 -3.93 2.12
H 5.88 3.22 3.96
H -2.17 3.71 -2.42
C -0.01 3.19 -2.71
H 3.55 4.85 1.94
O -1.26 -1.50 -0.70
O 3.92 3.63 3.59
H -1.83 0.03 0.64
H 3.05 0.37 1.39
C -1.68 1.85 -1.29
H 1.93 2.28 2.41
C -1.36 2.98 -2.17
O -0.25 -1.72 -2.88
O 3.43 2.36 0.97
H -1.07 -2.98 -4.33
C -0.23 -3.01 -3.58
H -7.21 -2.30 1.80
H -5.87 -3.25 1.09
B 1.18 -3.28 -4.33
C -0.20 -1.88 -1.52
H -3.15 -4.16 0.12
C 2.44 3.00 1.77
H 4.10 1.20 2.58
H 1.51 0.42 -1.15
C -0.94 -0.28 0.02
H -2.72 1.71 -0.91
H 2.88 3.42 -3.04
C 2.54 2.37 -2.88
C 1.07 2.26 -2.36
C 3.04 4.13 2.59
*
```

---

# 10
The following is a quantum chemistry calculation of a molecular structure, C12H18N4OPdSe2Te2, from the OMol25 dataset.

Results
⟨S²⟩: 6.0654
orbital gap (spin up / spin down): 5.9 / 5.0 eV

Geometry as ORCA input:
```
! RIJCOSX wB97M-V def2-TZVPD def2/J DEFGRID3
* xyz 2 5
Te 0.98 -1.82 4.17
H 2.47 -3.34 -2.18
C 0.50 -2.14 -3.27
C -1.27 -2.83 -1.64
C -1.26 3.25 0.29
C -2.36 4.82 1.66
C 3.01 -2.50 -1.77
H 1.30 -1.41 -3.32
Se 0.92 0.56 4.07
H 2.94 -1.66 1.02
C 0.80 -1.93 -0.82
C -1.86 4.50 0.41
H 3.45 -1.92 -2.58
C -1.68 2.69 2.61
Te -1.59 -3.00 2.71
Se -2.60 -0.84 2.41
C -1.16 2.36 1.37
H -2.70 4.23 3.69
H -1.64 -3.28 -2.56
N -0.67 2.59 -0.78
O 0.19 -1.76 0.28
H -1.93 5.18 -0.42
N -0.51 1.21 0.92
C -2.28 3.93 2.74
H -1.28 -3.58 -0.86
C -0.25 1.39 -0.36
H 0.23 0.67 -1.00
N 2.13 -1.68 -0.93
H -1.64 2.00 3.45
H 0.81 -3.06 -3.76
N 0.10 -2.36 -1.88
H 3.76 -0.64 -0.17
H -0.36 -1.74 -3.82
H -2.83 5.78 1.80
H 3.81 -2.89 -1.15
H 2.22 -0.12 0.49
H -1.93 -2.01 -1.36
C 2.79 -1.00 0.17
Pd -0.03 -0.57 2.06
H -0.57 2.94 -1.72
*
```

---

# 11
The following is a quantum chemistry calculation of a molecular structure, C24H38MoN9OS, from the OMol25 dataset.

Results
orbital gap: 5.1 eV

Geometry as ORCA input:
```
! RIJCOSX wB97M-V def2-TZVPD def2/J DEFGRID3
* xyz 3 1
H -2.08 0.06 -4.13
H 2.36 -4.10 1.59
N -1.23 1.41 -1.17
H 2.45 0.84 3.54
N -3.60 1.98 3.50
N -1.88 3.33 3.64
C -1.77 1.50 -2.54
Mo 0.57 0.07 -1.06
C 0.94 0.26 -4.15
H 2.70 -0.84 3.01
H -4.52 0.17 3.98
H 2.88 2.92 2.59
H -2.94 4.88 4.62
N -0.75 -0.78 -2.69
C 2.47 -4.26 -1.81
H -1.93 1.06 -0.51
H -0.40 -2.79 -2.14
C 1.22 3.14 -0.82
H -2.73 2.02 -2.56
H -2.82 -0.36 -2.60
C 1.93 1.87 0.99
H -0.47 -1.25 -4.76
N 1.78 -0.37 0.60
H 0.79 -1.83 -3.67
C -4.02 2.97 4.51
C 2.48 -4.53 0.60
C 2.40 3.01 1.63
H 1.57 5.24 -0.77
C 2.27 4.24 1.01
H 2.90 -6.50 1.31
C -4.46 0.88 3.15
C 2.80 -5.59 -1.96
C -1.81 -1.91 -0.77
C -1.24 -2.10 -2.16
C -1.93 0.08 -3.05
H -0.23 -1.92 0.58
H 2.49 -0.04 -2.84
S -1.49 1.28 1.95
H 3.91 0.40 2.64
C 0.13 -0.99 -3.88
C 2.15 0.51 1.47
C -2.37 2.22 3.07
N -0.81 -1.22 0.11
H 2.37 -3.62 -2.68
C 2.95 -6.39 -0.83
C 1.99 -2.31 -0.37
H -1.29 -0.72 0.86
H 2.11 1.53 -2.99
H -1.08 2.08 -3.15
H 3.20 -7.44 -0.95
H -2.29 3.62 5.70
H -4.07 0.38 2.27
H -4.35 2.46 5.41
H -4.85 3.56 4.12
O 1.53 -1.63 -1.42
H 0.75 3.17 -1.80
C 1.68 4.31 -0.24
N 1.70 0.60 -2.91
H 2.94 -6.01 -2.94
H 2.65 5.13 1.49
H -2.71 -1.30 -0.77
H 1.62 0.11 -4.99
C 2.31 -3.72 -0.53
H 0.30 1.11 -4.40
H -0.89 3.48 3.63
C 2.83 0.20 2.75
H -1.06 2.34 -0.78
H -2.08 -2.87 -0.34
C 2.78 -5.86 0.44
H -2.00 -2.51 -2.83
H -5.47 1.25 2.95
N 1.33 1.94 -0.23
N 2.13 -1.68 0.77
C -2.75 3.81 4.72
*
```

---

# 12
The following is a quantum chemistry calculation of a molecular structure, C13H23I2OP2PtSe, from the OMol25 dataset.

Results
⟨S²⟩: 6.0442
orbital gap (spin up / spin down): 5.6 / 3.5 eV

Geometry as ORCA input:
```
! RIJCOSX wB97M-V def2-TZVPD def2/J DEFGRID3
* xyz 3 5
H -3.35 -0.59 1.02
H 2.39 -2.66 0.37
H 0.12 -3.21 -1.46
H -0.22 -2.15 -2.77
H 3.03 0.46 -2.12
H -3.48 0.32 -0.42
H -4.07 1.00 1.09
H -2.38 1.92 3.16
I -3.35 -2.76 -1.08
C 2.46 2.69 0.24
P 1.44 -1.17 -1.31
H 1.70 0.28 -3.26
H 2.98 -0.96 -3.19
P -1.68 1.20 0.96
C 4.82 3.17 0.52
C -3.25 0.42 0.64
H -2.04 3.06 -0.61
H -0.61 1.79 3.08
H -0.99 3.51 0.74
H -2.75 3.40 0.99
H 3.28 2.85 3.56
Se 1.08 2.34 -0.99
H -1.58 0.33 3.23
C 3.74 2.92 -0.30
C 4.65 3.17 1.92
C 0.82 -0.63 1.70
O 1.34 -0.96 2.70
H 5.50 3.38 2.57
C -1.89 2.95 0.47
H 3.84 2.85 -1.38
Pt 0.17 0.13 0.10
H 3.35 -1.19 0.17
H 3.46 -2.49 -1.05
C 2.30 2.66 1.64
H 1.33 2.38 2.04
H 1.28 -3.07 -2.77
C 2.37 -0.27 -2.59
C 3.40 2.89 2.48
I -1.51 -3.51 0.82
C -1.55 1.32 2.77
C 2.78 -1.95 -0.37
C 0.59 -2.50 -2.13
H 5.80 3.36 0.09
*
```

---

Number 3 is which compound?
N2O6Sr